[1]
# C5H28N2O9

9 unconnected molecules or ions with the total composition C5H28N2O9 in a non-equilibrium geometry (ωB97M-V/def2-TZVPD, the Open Molecules 2025 dataset).

Output
**Structure (SMILES)**: C=NCC[C@H](N)CO.O.O.O.O.O.O.O.O
**Relative energy (zero: lowest compared OMol25 entry of this formula, charge and spin)**: 88.5 kcal/mol
**Calculated total energy**: -993.92987 a.u.
**HOMO level**: -9.19 eV
**LUMO energy**: 0.194 eV
**Net charge**: 0
**Frontier orbital gap**: 9.4 eV

Each atom is followed by the atoms it is bonded to, with distances in Å.
Cartesian coordinates (Å):
1 C 2.10517 0.98171 -2.97911  N2 1.262, H9 1.099, H10 1.080
2 N 2.18094 0.35946 -1.88340  C1 1.262, C3 1.457
3 C 2.07222 -1.09218 -1.81536  N2 1.457, C4 1.509, H11 1.118, H12 1.100
4 C 0.71966 -1.71469 -1.57159  C3 1.509, C5 1.530, H13 1.102, H14 1.093
5 C 0.22300 -1.78780 -0.12624  C4 1.530, N6 1.448, C7 1.526, H15 1.112
6 N -0.68293 -0.70040 0.18121  C5 1.448, H16 1.005, H17 1.010
7 C 1.34512 -1.93706 0.89713  C5 1.526, O8 1.442, H18 1.088, H19 1.099
8 O 0.62651 -2.17585 2.12479  C7 1.442, H20 0.964
9 H 1.78994 0.62737 -3.97051  C1 1.099
10 H 2.07213 2.06087 -2.94137  C1 1.080
11 H 2.77354 -1.35121 -0.98345  C3 1.118
12 H 2.43810 -1.56040 -2.74148  C3 1.100
13 H 0.02586 -1.21213 -2.26425  C4 1.102
14 H 0.72724 -2.71687 -2.00687  C4 1.093
15 H -0.31169 -2.74868 0.03630  C5 1.112
16 H -1.18207 -0.39528 -0.63567  N6 1.005
17 H -0.30552 0.05223 0.73823  N6 1.010
18 H 2.04741 -2.76216 0.79365  C7 1.088
19 H 1.98959 -1.05563 1.02440  C7 1.099
20 H 1.08458 -1.72034 2.84096  O8 0.964
21 O -2.01971 2.75129 1.17427  H22 0.955, H23 0.965
22 H -2.27663 3.63210 1.43823  O21 0.955
23 H -2.70681 2.09988 0.98555  O21 0.965
24 O -4.05464 0.57160 0.75547  H25 0.959, H26 0.973
25 H -3.48824 0.16378 0.09725  O24 0.959
26 H -4.13104 -0.09242 1.46254  O24 0.973
27 O -2.74484 -1.24880 1.95558  H28 0.962, H29 0.991
28 H -2.53001 -1.26270 2.89268  O27 0.962
29 H -1.90860 -1.15483 1.43199  O27 0.991
30 O 0.30269 1.82609 3.25389  H31 0.968, H32 0.962
31 H 0.42844 1.56871 2.32973  O30 0.968
32 H -0.26402 2.60168 3.20290  O30 0.962
33 O -0.40879 1.38847 -2.49708  H34 0.967, H35 0.971
34 H 0.12637 1.95002 -1.91970  O33 0.967
35 H -1.11052 2.03397 -2.68050  O33 0.971
36 O 1.06615 1.76439 0.37237  H37 0.972, H38 0.984
37 H 1.75448 2.32075 0.77389  O36 0.972
38 H 1.66384 1.38064 -0.30919  O36 0.984
39 O -2.52707 -0.58584 -2.93067  H40 0.968, H41 0.965
40 H -1.62323 -0.24519 -2.86316  O39 0.968
41 H -2.43368 -1.49420 -3.24131  O39 0.965
42 O 2.53224 -0.03032 3.38775  H43 0.965, H44 0.969
43 H 2.83071 0.37989 2.56717  O42 0.965
44 H 1.78410 0.53006 3.64298  O42 0.969



[2]
# C5H29N2O10

10 unconnected molecules or ions with the total composition C5H29N2O10 in a non-equilibrium geometry (ωB97M-V/def2-TZVPD, the Open Molecules 2025 dataset).

Output
**Relative energy (zero: lowest compared OMol25 entry of this formula, charge and spin)**: 0.0 kcal/mol
**Calculated total energy**: -1069.88376 a.u.
**HOMO level**: -6.14 eV
**LUMO energy**: 2.772 eV
**Net charge**: -1
**Frontier orbital gap**: 8.9 eV

Each atom is followed by the atoms it is bonded to, with distances in Å.
Cartesian coordinates (Å):
1 C -0.07297 -2.57426 -0.30694  O2 1.425, C3 1.532, H9 1.093, H10 1.090
2 O -1.11186 -2.00126 -1.09649  C1 1.425, H44 0.990
3 C -0.28786 -2.20775 1.16539  C1 1.532, C4 1.544, N8 1.451, H11 1.090
4 C -0.32432 -0.66792 1.26997  C3 1.544, C5 1.527, H12 1.090, H13 1.094
5 C -0.99142 -0.22330 2.56911  C4 1.527, N7 1.484, H14 1.094, H15 1.093
6 C 0.79053 1.18240 3.22660  N7 1.257, H16 1.095, H17 1.097
7 N -0.45522 1.02181 3.17182  C5 1.484, C6 1.257
8 N 0.82130 -2.72224 1.94669  C3 1.451, H18 1.007, H19 1.009
9 H 0.87650 -2.12191 -0.60628  C1 1.093
10 H -0.15103 -3.64482 -0.49901  C1 1.090
11 H -1.20166 -2.68727 1.51780  C3 1.090
12 H -0.81679 -0.14770 0.44895  C4 1.090
13 H 0.71593 -0.34424 1.17420  C4 1.094
14 H -1.03630 -1.01190 3.32637  C5 1.094
15 H -2.03717 0.03397 2.38215  C5 1.093
16 H 1.15153 2.15738 3.57156  C6 1.095
17 H 1.62853 0.50606 3.01534  C6 1.097
18 H 0.63681 -3.13206 2.84750  N8 1.007
19 H 1.68258 -2.20190 2.01711  N8 1.009
20 H 3.32766 -0.17340 1.45854  O22 0.964
21 H 2.95548 -0.80946 0.10859  O22 0.980
22 O 3.56486 -0.89998 0.87048  H20 0.964, H21 0.980
23 H -2.16054 0.75000 -1.34440  O25 0.992
24 H -2.58075 1.76958 -0.22776  O25 0.950
25 O -2.92051 1.24465 -0.94299  H23 0.992, H24 0.950
26 H -0.22856 -1.31008 -3.65820  O28 0.969
27 H 0.99933 -1.89817 -3.12071  O28 0.967
28 O 0.34919 -2.07176 -3.81585  H26 0.969, H27 0.967
29 H -2.89436 -1.73697 -0.51224  O31 0.975
30 H -3.62068 -0.40194 -0.35651  O31 0.971
31 O -3.73902 -1.35470 -0.21176  H29 0.975, H30 0.971
32 H 2.46510 0.80869 -1.23314  O34 0.966
33 H 1.11665 0.11930 -1.57306  O34 0.986
34 O 2.03561 -0.05659 -1.26278  H32 0.966, H33 0.986
35 H -0.84568 2.90428 0.80927  O37 0.965
36 H -0.60240 3.72648 -0.40961  O37 0.974
37 O -0.33003 3.66854 0.52330  H35 0.965, H36 0.974
38 H 0.15017 2.00566 -1.99283  O40 0.993
39 H 1.15932 2.95943 -2.77258  O40 0.957
40 O 0.35559 2.94154 -2.25348  H38 0.993, H39 0.957
41 H 1.64933 3.38777 -0.26926  O43 0.963
42 H 2.28036 2.24047 0.57414  O43 0.959
43 O 2.36445 2.74315 -0.23834  H41 0.963, H42 0.959
44 H -0.82902 -1.17012 -1.55480  O2 0.990
45 H -0.78078 0.75974 -2.87005  O46 0.966
46 O -0.50259 0.39936 -2.01759  H45 0.966



[3]
# C5H29N2O9

9 unconnected molecules or ions with the total composition C5H29N2O9 in a non-equilibrium geometry (ωB97M-V/def2-TZVPD, the Open Molecules 2025 dataset).

Output
**Relative energy (zero: lowest compared OMol25 entry of this formula, charge and spin)**: 7.3 kcal/mol
**Calculated total energy**: -994.43035 a.u.
**HOMO level**: -13.03 eV
**LUMO energy**: -2.234 eV
**Net charge**: +1
**Frontier orbital gap**: 10.8 eV

Each atom is followed by the atoms it is bonded to, with distances in Å.
Cartesian coordinates (Å):
1 C 1.77025 2.61466 0.20014  O2 1.421, C3 1.527, H9 1.103, H10 1.112
2 O 2.51288 1.47874 0.62068  C1 1.421, H11 0.991
3 C 0.29118 2.32477 -0.04736  C1 1.527, C4 1.530, H12 1.099, H13 1.102
4 C -0.07513 2.18717 -1.52609  C3 1.530, C5 1.518, H14 1.105, H15 1.114
5 C 0.35152 0.86729 -2.14225  C4 1.518, N8 1.470, H16 1.120, H17 1.086
6 N 0.83510 -1.96827 -1.97707  C7 1.334, H18 1.024, H19 1.010
7 C -0.37073 -1.46044 -1.71675  N6 1.334, N8 1.325, H20 1.097
8 N -0.64418 -0.16984 -1.83760  C5 1.470, C7 1.325, H21 0.992
9 H 2.26489 3.06535 -0.67714  C1 1.103
10 H 1.89517 3.31310 1.05653  C1 1.112
11 H 2.69818 0.80257 -0.08009  O2 0.991
12 H -0.33920 3.09470 0.42026  C3 1.099
13 H -0.01952 1.41558 0.49245  C3 1.102
14 H -1.16232 2.34746 -1.64606  C4 1.105
15 H 0.40368 3.03011 -2.07573  C4 1.114
16 H 0.41149 0.92102 -3.25923  C5 1.120
17 H 1.34012 0.59595 -1.78307  C5 1.086
18 H 1.66490 -1.36894 -1.93688  N6 1.024
19 H 1.00528 -2.92893 -1.71608  N6 1.010
20 H -1.21019 -2.11881 -1.46191  C7 1.097
21 H -1.54215 0.16062 -1.57605  N8 0.992
22 H 4.11745 -0.30517 -1.39925  O24 0.965
23 H 3.34089 -1.11092 -0.21871  O24 1.023
24 O 3.24443 -0.51612 -1.04586  H22 0.965, H23 1.023
25 H 0.41892 -1.38384 1.16111  O27 0.982
26 H -1.13646 -1.41869 1.04352  O27 0.992
27 O -0.30706 -1.73498 0.60101  H25 0.982, H26 0.992
28 H 0.72899 -0.05805 2.74940  O30 0.954
29 H 1.82392 0.34123 1.71030  O30 0.985
30 O 1.43958 -0.40975 2.21828  H28 0.954, H29 0.985
31 H -3.75655 1.57738 -0.59449  O33 0.970
32 H -3.92192 0.01686 -0.80444  O33 1.006
33 O -3.26963 0.73972 -0.55088  H31 0.970, H32 1.006
34 H -5.23992 -1.79472 -0.59215  O36 0.961
35 H -5.67186 -1.14557 -1.91156  O36 0.970
36 O -4.94360 -1.18301 -1.27152  H34 0.961, H35 0.970
37 H 2.64975 -1.75142 1.59400  O39 0.969
38 H 4.12178 -2.19654 1.59025  O39 0.968
39 O 3.33604 -2.13605 1.02886  H37 0.969, H38 0.968
40 H -0.95133 1.53690 4.07008  O42 0.968
41 H -1.11403 0.04436 4.42489  O42 0.968
42 O -0.95811 0.64925 3.68494  H40 0.968, H41 0.968
43 H -2.06088 0.06638 2.41930  O45 0.980
44 H -2.80246 0.05417 0.99485  O45 0.979
45 O -2.47688 -0.49825 1.73452  H43 0.980, H44 0.979